Density functional theory data (ωB97M-V/def2-TZVPD) for C32H83NO35S10Sn as an isolated structure.

Computed properties:
- Total charge: 0
- Maximum force: 6.6 eV/A
- E: -8152.86575 Eh

The geometry in XYZ format:
```
162
Properties=species:S:1:pos:R:3:forces:R:3:mulliken_charge:R:1
Sn -0.285036 -0.417635 -0.696255 -0.958 1.031 0.906 0.191
S 2.929364 -3.087485 1.657155 0.308 1.763 2.044 0.983
S 1.083114 1.402585 5.803195 -1.469 -0.489 -0.176 1.204
S 1.653794 3.467855 -2.139345 -2.202 2.036 -1.119 0.712
S -6.297366 2.565125 -0.143805 -0.071 0.770 -1.683 1.151
S -0.227546 -4.776115 -1.789605 1.762 -0.535 0.706 0.917
S -2.081986 -2.370335 2.870845 -0.351 1.013 -0.732 0.811
S 2.438244 -2.470515 -3.319275 1.641 0.516 -2.469 0.812
S -3.776976 -2.450475 -1.296175 0.557 3.369 -4.010 0.639
S 3.326364 1.122535 1.053335 0.713 1.037 1.838 0.815
S 3.368904 0.485475 -7.330355 1.842 0.827 -0.980 1.245
O 2.724044 3.703045 -3.089195 -0.378 -0.705 1.272 -0.586
O -7.445606 3.129925 -0.911335 2.157 -1.240 2.416 -0.634
O 3.418784 0.560515 -5.710735 0.075 -0.664 -0.800 -0.180
O -2.999676 0.702555 -4.480315 -1.053 0.411 -0.216 -0.722
O 2.784374 -3.899475 -3.370005 -0.670 2.545 0.672 -0.708
O -0.136256 -4.990365 -3.230455 -0.968 0.411 2.135 -0.644
O 4.207894 1.982285 -0.121785 0.137 -1.228 2.369 0.069
O 4.238984 0.798185 2.199395 -2.038 0.203 -3.394 -0.690
O 3.316364 -3.320125 0.306575 0.272 -0.582 -0.506 -0.632
O 1.187394 2.153795 -1.733835 1.159 1.222 -0.075 0.714
O -1.333876 -2.108385 1.622725 -1.215 -1.091 2.461 -0.151
O 3.530844 -0.878035 -7.854245 -1.432 2.629 1.796 -0.568
O -2.471656 1.044545 -2.429195 -1.219 0.328 3.192 -0.093
O 2.767404 -4.514955 2.467745 -1.154 2.084 -0.386 -0.141
O 1.892774 1.180325 -7.440615 0.200 -1.603 -0.216 -0.421
O 0.820364 1.155925 7.221295 0.220 0.250 -1.900 -0.649
O -3.071576 -3.687475 2.624095 1.896 1.469 -0.238 0.068
O -6.316036 1.227805 0.456125 -0.348 2.407 -0.529 -0.543
O -3.088926 -1.491095 -0.448975 0.549 -0.989 -1.048 -0.060
O 2.433394 1.230765 5.302215 -1.476 0.952 0.282 -0.560
O -0.486536 -3.440875 -1.228245 0.065 -2.150 -0.758 0.375
O 1.751834 -2.280545 1.897115 0.982 -1.330 0.142 -0.487
O -1.434646 -2.500535 4.167975 -0.224 -0.281 -1.641 -0.703
O -0.964576 1.652735 1.466075 1.308 -1.163 -0.606 -0.669
O 1.911524 4.345375 -0.785925 0.093 -0.405 -0.888 0.271
O 1.642814 -1.927755 -2.202675 1.261 -0.525 -1.598 0.137
O -2.890546 -2.710905 -2.722945 0.313 1.848 3.101 0.184
O -5.805476 3.610155 1.064455 -1.587 -3.540 -0.251 -0.285
O 0.446094 2.925695 5.460525 3.212 -2.768 -0.694 -0.220
O -1.255436 -5.884955 -1.152635 -0.084 1.288 -1.940 -0.409
O -4.208086 -3.676145 -0.786805 -0.577 -2.038 0.975 -0.652
O -1.013066 0.885355 -3.867805 6.351 0.195 -1.616 -0.391
O 2.485974 0.125035 0.379335 1.763 1.097 0.526 0.119
O 4.315814 1.459585 -7.854225 -1.376 -1.203 0.688 -0.603
O 3.859444 -1.575635 -3.566805 -1.631 -0.955 2.448 -0.407
N -2.154666 0.918395 -3.604735 -3.450 -1.482 -0.752 0.494
C -3.350566 -1.064015 3.063255 0.878 -0.976 -0.032 -0.626
C -4.846766 -5.030365 3.423915 0.360 0.166 0.000 -1.167
C -0.093036 0.413145 4.664635 0.371 0.891 1.080 -0.534
C -4.901656 2.621885 -1.326675 -0.606 -0.290 0.627 -0.253
C 0.040964 4.509645 7.226615 -0.193 -0.970 -0.548 -1.264
C -3.566886 -4.304715 3.800005 -0.254 -1.224 1.257 -0.313
C 5.360244 2.714585 0.450035 0.593 0.671 0.265 -0.068
C 6.112854 3.266345 -0.703525 -0.576 0.225 -1.809 -1.192
C 4.275464 -6.173725 3.412735 -0.219 -0.417 -0.668 -1.357
C 1.328584 -5.495355 -1.054265 -0.515 1.567 0.071 -0.756
C 2.508134 5.684405 -0.901225 1.256 0.288 0.674 -0.274
C 2.630354 6.306765 0.538945 -1.711 -0.248 -1.459 -1.112
C -2.213756 3.235075 2.731605 -0.850 -0.237 -0.613 -0.955
C 4.385744 -2.330865 2.607025 -0.997 -1.219 -1.016 -0.901
C -3.315676 -3.611055 -3.691585 -1.167 -1.044 -1.990 -0.363
C -2.418156 -6.952235 0.658715 -0.852 -0.735 -1.356 -1.723
C -3.810136 -2.964945 -5.034315 -0.400 0.401 1.222 -1.184
C 5.986774 -0.860605 -2.683185 -0.278 -0.806 -0.697 -1.669
C -5.133496 -1.490285 -2.053465 0.417 -0.614 1.096 -0.973
C -1.179776 3.867345 0.587655 1.940 1.014 -1.140 -0.588
C -1.401876 -5.910675 0.243275 0.047 -0.850 2.356 0.493
C 1.457884 1.783105 -6.208145 1.211 1.409 0.343 -0.257
C -0.554256 3.406655 6.292395 -0.539 2.040 0.008 -0.165
C 0.174094 4.412765 -2.878725 0.902 -0.722 0.657 -1.084
C -5.441196 4.939665 0.858105 0.706 0.118 -1.691 0.132
C 1.815404 -2.004775 -5.051755 -0.294 -0.779 1.625 -1.010
C -1.773636 2.782545 1.359415 -0.197 -2.561 0.829 1.404
C 2.740004 1.752025 -5.288475 -1.531 -0.055 -0.244 0.292
C 4.516574 -1.099755 -2.319595 1.252 0.586 -1.268 0.990
C -5.527876 5.699175 2.125585 -0.851 1.088 0.895 -1.280
C 2.225414 2.423575 1.587515 -0.228 0.105 -0.094 -0.106
C 3.779104 -5.427415 2.163375 2.218 -0.552 -0.504 -0.174
H 6.108314 2.186135 1.041005 -0.771 -1.159 0.018 0.307
H -2.156906 -7.946915 0.297535 0.338 -0.071 0.017 0.441
H 5.149294 -3.098665 2.731785 -0.290 -0.220 0.252 0.457
H -3.351766 -6.745715 0.135445 -0.283 0.183 0.264 0.335
H -4.781446 -0.754045 -2.776035 0.419 -0.243 0.064 0.088
H 4.867994 -1.582875 1.977715 -0.658 0.319 0.215 0.187
H 6.486644 -1.783145 -2.978395 0.100 -0.317 0.698 0.412
H 3.498974 -6.842935 3.783315 -0.019 0.286 0.379 0.331
H -5.858196 -2.184475 -2.478925 0.016 0.123 0.109 0.361
H -3.523706 -1.915155 -5.097675 0.588 -0.079 -0.180 0.222
H 5.129804 -6.816345 3.200035 -0.062 -0.086 -0.574 0.415
H -2.737296 2.387085 3.173085 0.055 0.123 0.432 0.371
H -2.610026 -7.056025 1.726665 0.272 0.505 -0.002 0.339
H 1.159264 2.798975 -6.466855 0.419 0.190 -0.056 0.351
H -0.773596 1.090365 4.148585 0.394 0.374 -0.043 -0.089
H -1.411846 3.612395 3.366165 -0.004 0.037 -0.131 0.032
H 2.728944 3.365455 1.805275 0.439 -0.254 -0.239 0.309
H 4.691034 -5.515685 4.175865 -0.634 0.287 0.053 0.277
H -0.470916 -6.278975 0.674305 0.336 0.560 0.118 0.248
H -0.773706 5.042145 7.717385 0.255 -0.060 0.329 0.389
H -5.490266 -0.975165 -1.161575 -0.578 0.090 -0.179 0.512
H 1.381164 -6.573425 -1.206285 -0.141 0.266 -0.254 0.515
H 5.437544 3.805755 -1.367665 -0.203 0.177 -0.025 0.189
H -6.048706 5.346835 0.049875 -0.028 0.246 0.018 0.537
H -4.898156 -2.899405 -5.033985 -0.143 -0.268 -0.085 0.296
H -0.315986 3.862845 -3.682165 0.360 -0.517 0.170 0.360
H 2.388914 1.649755 -4.261655 0.491 -0.389 -0.094 -0.472
H -0.385546 4.409505 1.100845 -0.259 0.372 0.885 0.320
H 1.600964 6.360355 0.893305 -0.022 -0.603 0.603 0.263
H 1.694104 2.156905 2.501135 0.041 -0.531 -0.190 -0.165
H 4.464514 -1.799185 -1.485205 -0.509 -0.053 -0.182 -0.005
H -6.310126 5.314375 2.779875 0.377 -0.606 0.196 0.291
H 3.287894 5.748625 1.205445 -0.119 0.138 -0.157 0.209
H 1.969534 6.304195 -1.618075 -0.520 -0.017 0.375 0.361
H -4.562786 5.801955 2.621725 -0.253 -0.170 0.194 0.261
H -1.181076 2.606305 6.685625 0.310 0.144 0.655 0.455
H 0.554574 5.334575 -3.318735 0.099 0.005 0.359 0.460
H -0.721256 -0.192315 5.317985 0.494 -0.352 -0.033 0.569
H 3.505924 5.611805 -1.333955 0.045 -0.453 -0.003 0.240
H -1.151816 3.897815 5.524425 -0.629 0.353 0.422 0.201
H 4.620824 -4.892645 1.723355 0.356 0.225 0.274 0.358
H -1.875316 4.595555 0.170475 -0.020 -0.062 -0.236 0.518
H 6.470494 -0.361825 -1.843355 0.215 -0.042 -0.185 0.356
H -2.860976 -0.140045 2.755555 -0.126 0.047 -0.187 -0.288
H 6.444294 2.432025 -1.321725 0.543 0.098 0.040 0.231
H -2.891016 -5.013175 4.278955 0.703 -0.269 -0.813 0.255
H 0.816534 4.117505 7.884505 -0.552 -0.307 0.506 0.305
H 0.553014 1.404545 -5.732755 0.247 -1.150 -0.282 0.256
H 6.903374 3.980615 -0.473305 0.141 -0.428 0.363 0.400
H -4.135866 -4.213925 -3.301805 0.112 -0.276 0.126 0.422
H 1.060134 -2.778685 -5.188595 -0.171 0.236 -0.281 0.490
H -5.950026 6.691125 1.964585 0.473 0.308 -0.364 0.378
H 3.398954 2.617565 -5.357265 -0.130 -0.101 -0.266 0.315
H -4.995846 1.758935 -1.985875 -0.116 -0.088 0.226 0.283
H -4.401006 4.863915 0.541295 0.172 0.563 -0.346 -0.078
H -3.974776 2.519415 -0.762315 -0.026 0.194 -0.167 -0.319
H -3.657546 -3.631115 4.652155 -0.616 0.656 -0.387 0.447
H -0.506886 3.396195 -0.128825 -0.707 -0.069 -0.909 -0.389
H 4.161104 -0.099715 -2.071275 -0.789 -0.322 0.192 -0.139
H 5.106874 3.539825 1.115525 -1.001 -0.059 -0.004 0.261
H -2.965536 3.977785 2.464535 -0.134 0.506 0.811 -0.175
H 2.612384 -2.093655 -5.790025 0.189 -0.251 0.484 0.359
H -2.492336 -4.272455 -3.961305 0.145 0.021 0.476 0.196
H -4.982896 3.502615 -1.963705 0.089 0.138 0.419 0.413
H -0.550596 4.563085 -2.078525 0.185 0.103 -0.009 0.146
H -1.727576 -4.987535 0.722665 0.406 0.463 -0.581 0.057
H -4.201596 -1.361795 2.450725 0.120 0.341 -0.021 0.395
H 2.829314 7.378185 0.514815 0.823 -0.145 -0.370 0.423
H 3.500954 -5.993975 1.274705 -0.453 -0.809 0.491 0.332
H -5.061516 -5.810565 4.154175 -0.391 0.474 0.404 0.393
H 0.484704 -0.125475 3.913505 0.066 -0.146 0.401 0.137
H -2.661176 2.388065 0.864685 -0.759 0.605 -0.332 -1.229
H 0.628624 5.214305 6.638215 -0.433 0.099 -0.457 0.288
H -4.723266 -5.617825 2.514115 0.139 0.414 -0.298 0.204
H -5.617346 -4.270185 3.295695 -0.386 -0.510 0.009 0.305
H -3.577566 -1.052185 4.129295 -0.146 0.031 -0.146 0.535
H 1.383404 -5.217265 -0.001765 -0.517 -0.268 0.105 -0.094
H 1.417184 -0.990575 -5.081975 -0.114 -0.225 0.400 0.012
H 1.517504 2.563975 0.770655 -0.008 -0.095 0.272 -0.296
H 6.099504 -0.319645 -3.622745 -0.332 0.738 0.274 0.354
H 2.158264 -4.914825 -1.457635 -0.116 -0.394 -0.557 0.242
H -3.496126 -3.548035 -5.900055 0.115 0.160 0.118 0.388
H 3.949844 -2.005505 3.551615 0.286 0.261 -0.215 0.309
```
Positions in Å, forces in eV/Å.